Density functional theory data (the ωB97M-V functional and the def2-TZVPD basis) for C15H3Cl5CoF6N2O9S2 as an isolated structure at a distorted geometry.

Structure (XYZ):
```
43
Properties=species:S:1:pos:R:3:forces:R:3
Co 0.476 0.529 0.156 -2.8 -1.8 -0.9
Cl 2.996 -4.893 2.292 0.0 -0.2 0.1
Cl 0.983 -2.553 1.983 -0.2 0.0 0.1
Cl 6.638 -2.113 -0.539 0.2 0.0 0.0
Cl 4.588 0.243 -0.807 0.1 0.1 -0.1
Cl 5.870 -4.649 1.106 0.1 -0.1 0.0
S -2.414 2.442 -0.256 -0.9 -0.1 -0.4
S 0.238 3.132 -0.765 0.1 0.9 -0.4
F 1.507 4.758 0.811 -0.1 0.0 0.0
F -2.665 2.932 -2.867 0.0 0.0 0.1
F -2.850 0.849 -2.296 -0.1 0.1 -0.1
F -4.454 2.247 -1.860 0.1 0.0 0.0
F -0.325 4.023 1.688 0.0 0.0 -0.2
F -0.372 5.577 0.159 -0.1 -0.2 0.0
O -1.796 -0.290 3.421 0.1 0.2 0.0
O 2.160 -0.160 0.577 -0.8 0.1 0.2
O 1.485 2.446 -0.497 -0.1 -0.9 0.4
O -3.095 1.498 0.565 0.2 -0.1 0.1
O 0.064 3.800 -2.008 0.0 0.1 0.1
O 0.503 -0.137 -1.779 1.0 1.0 0.6
O -2.572 3.845 -0.055 0.1 0.2 0.0
O -0.289 0.590 2.008 1.3 0.9 -0.3
O -0.528 -1.420 -3.316 0.2 0.2 0.0
N -0.877 2.041 -0.419 0.9 -0.4 0.4
N -1.070 -0.780 0.059 1.1 0.7 0.3
C 3.459 -3.473 1.444 0.1 0.1 -0.1
C -2.514 -2.101 -1.241 0.0 0.0 0.2
C -0.393 -0.949 -2.204 -0.6 -0.5 0.3
C 2.558 -2.426 1.316 0.0 0.6 -0.2
C 5.087 -2.227 0.189 -0.1 0.0 0.1
C 0.225 4.467 0.565 0.2 0.0 0.1
C -1.291 -0.149 2.327 -0.3 -0.5 -0.3
C -1.381 -1.325 -1.103 0.4 0.0 -0.5
C -3.319 -2.283 -0.122 0.1 0.0 0.0
C -1.830 -0.922 1.131 0.2 0.1 0.5
C 4.736 -3.375 0.897 -0.1 0.1 0.0
C 4.190 -1.178 0.065 -0.3 0.0 0.1
C -2.977 -1.687 1.086 0.0 -0.1 -0.1
C -3.127 2.106 -1.940 0.1 -0.1 0.1
C 2.903 -1.220 0.652 0.0 -0.6 -0.1
H -4.216 -2.884 -0.196 0.0 0.0 0.0
H -2.735 -2.531 -2.207 0.0 0.0 0.0
H -3.573 -1.798 1.980 0.0 0.1 0.0
```
Positions in Å, forces in eV/Å.

* multiplicity: 1
* E_tot: -6439.5451 a.u.
* charge: -1
* frontier orbital gap (spin up / spin down): 6.85 / 6.67 eV
* E_HOMO (spin up / spin down): -6.1 / -6.1 eV
* strongest force on any atom: 3.474 eV/A

---

Density functional theory data (the ωB97M-V functional and the def2-TZVPD basis) for C15H40BN2NaO as an isolated structure at a distorted geometry.

Structure (XYZ):
```
60
Properties=species:S:1:pos:R:3:forces:R:3
Na -0.034 0.495 0.411 0.2 -0.2 0.1
O -2.389 0.286 -0.344 0.2 -0.2 0.1
N 0.856 -1.982 0.894 0.0 0.2 -0.3
N 0.905 1.791 -1.481 -0.4 -0.3 -0.5
C 3.309 1.668 -0.721 0.0 -0.4 -1.7
C 0.005 1.499 -2.619 -0.6 1.0 -0.1
C -0.737 3.451 -0.591 -0.9 0.1 0.2
C -0.587 -2.293 0.649 0.9 -0.4 -0.7
C 1.727 -2.405 -1.392 0.0 0.2 -0.4
C 0.682 3.169 -0.984 0.2 -0.2 0.0
C 2.506 -1.590 2.775 -0.9 -0.2 -0.6
C -3.970 -0.389 1.290 0.3 0.0 0.5
C 0.034 0.122 -3.185 0.2 -1.4 0.8
C -4.212 1.777 -0.159 1.1 -0.8 -0.5
C 1.828 -2.761 0.075 -0.5 1.0 -0.5
C -3.429 0.524 0.239 0.1 0.7 -0.4
C 2.280 1.626 -1.915 0.8 -0.2 1.5
C 1.173 -2.269 2.289 1.3 0.9 0.7
C -0.894 -3.776 0.707 -0.9 -0.1 0.7
B -0.447 1.271 2.642 -0.1 0.1 0.5
H -0.623 -4.215 1.668 0.2 0.0 0.0
H 3.432 -2.023 2.398 -0.1 -0.3 0.1
H 1.231 -3.349 2.417 0.0 -0.2 0.4
H -1.387 3.599 -1.454 0.0 0.0 -0.1
H 0.202 2.183 -3.444 0.0 0.6 -0.1
H -1.979 -3.869 0.669 -0.1 -0.3 -0.3
H -5.182 1.408 -0.490 -0.4 0.7 0.4
H -0.449 -4.369 -0.092 0.0 0.2 0.0
H -3.684 2.184 -1.021 -0.1 -0.1 -0.2
H -3.821 0.078 2.264 0.0 0.4 0.1
H -0.706 -0.093 -3.957 0.0 0.5 -0.1
H 2.545 2.381 -2.655 0.1 0.5 -0.1
H 1.011 -0.207 -3.540 -0.1 0.1 -0.2
H -0.943 -1.950 -0.323 0.5 0.2 -0.4
H 2.504 -1.607 3.865 0.2 0.0 0.0
H -3.359 -1.289 1.353 -0.3 -0.1 -0.3
H -0.745 1.639 3.612 -1.0 1.3 3.6
H -5.040 -0.570 1.189 0.1 -0.1 -0.1
H -1.208 -1.684 1.306 0.3 -0.3 0.6
H 2.841 -2.489 0.371 -0.2 -0.2 0.5
H 3.430 2.664 -0.295 -0.1 -0.2 0.0
H -0.792 4.367 -0.001 0.1 0.0 0.0
H 3.200 0.906 0.050 -0.7 0.1 0.1
H 2.598 -2.679 -1.986 0.0 -0.7 0.2
H 2.484 -0.553 2.439 -0.1 0.1 0.2
H -0.061 2.092 2.058 2.0 3.3 -2.3
H -1.190 2.664 0.011 0.1 0.0 0.1
H 0.835 -2.861 -1.821 0.0 0.2 -0.3
H 4.238 1.371 -1.208 0.4 0.4 0.1
H 2.390 0.694 -2.470 0.0 -0.2 0.4
H 1.340 3.366 -0.137 0.0 -0.4 0.1
H -1.320 0.957 2.091 -3.8 -1.4 -2.0
H 1.661 -3.831 0.202 0.3 -0.2 0.2
H 0.963 3.915 -1.728 0.2 0.0 -0.5
H -4.135 2.573 0.582 -0.7 -0.3 0.4
H 1.726 -1.325 -1.543 -0.5 0.1 0.3
H 0.212 0.419 2.704 2.8 -3.2 0.3
H -0.241 -0.532 -2.358 0.1 -0.4 0.0
H 0.429 -1.832 2.955 -0.3 -0.2 -0.3
H -1.011 1.651 -2.256 0.0 0.2 -0.2
```
Positions in Å, forces in eV/Å.

* multiplicity: 1
* E_tot: -967.3380 a.u.
* frontier orbital gap: 9.08 eV
* E_HOMO: -8.8 eV
* strongest force on any atom: 4.566 eV/A

---

Density functional theory data (the ωB97M-V functional and the def2-TZVPD basis) for C15H40CaO19PS5 as an isolated structure at a distorted geometry.

Structure (XYZ):
```
81
Properties=species:S:1:pos:R:3:forces:R:3
Ca -0.107 1.444 -0.286 -0.2 0.0 0.0
S -1.375 2.378 2.996 0.3 2.5 -1.4
S -2.580 -1.273 0.110 -2.1 0.8 1.0
S -0.268 -0.112 -3.674 -1.1 2.1 -0.6
S 2.394 3.695 0.644 0.0 2.9 1.7
S 2.055 -1.584 -0.094 -0.3 1.7 0.8
P -1.534 3.280 -1.174 -0.4 3.7 -1.8
O -2.208 4.537 -1.787 -0.1 -2.4 1.0
O 2.606 4.780 -0.307 0.1 -2.1 0.9
O 3.172 -1.664 -1.010 -1.2 0.0 0.6
O 1.312 -0.320 0.077 2.3 -3.7 0.0
O 3.869 3.357 1.431 -0.9 0.3 -1.2
O -1.771 1.451 4.278 0.6 1.3 -1.0
O 2.648 -1.915 1.414 -0.6 -0.2 -1.0
O -2.042 -2.790 -0.250 -0.9 0.8 0.7
O -3.599 -1.319 1.206 2.6 -0.4 -2.1
O -1.413 -0.423 0.253 -1.7 -2.6 0.5
O -1.071 -1.555 -4.015 1.1 0.9 2.9
O 1.818 2.420 0.311 2.1 1.0 0.4
O -0.116 -0.055 -2.217 -0.1 -1.5 -3.0
O 0.840 0.035 -4.606 -0.8 -0.9 1.5
O -0.829 3.502 0.174 -0.6 1.0 2.8
O -0.963 3.680 3.570 -1.0 -3.0 -0.7
O -0.252 2.884 -1.944 0.5 -1.1 -2.5
O -2.299 1.919 -0.952 -0.9 0.0 -0.5
O -0.406 1.652 2.154 -1.6 0.4 2.1
C 6.243 3.553 1.003 -0.9 0.2 -0.2
C -2.806 -4.774 -1.432 1.1 0.3 0.7
C -3.006 -3.884 -0.182 0.1 -0.6 -1.1
C -3.442 -0.894 -1.428 0.8 0.3 0.3
C -2.191 0.128 4.004 -0.7 -1.0 0.7
C 4.947 4.315 1.351 1.0 -1.0 -0.5
C 4.437 -2.454 2.961 -1.4 0.7 0.0
C -1.575 1.072 -4.267 1.2 -0.5 0.5
C 3.850 -2.680 1.552 1.9 -0.1 0.6
C 0.937 -3.007 -0.374 0.5 0.7 -0.1
C -3.058 2.532 2.131 1.5 -0.2 0.5
C -1.266 -1.897 -5.324 1.2 -1.0 -2.6
C -1.771 -0.668 5.239 0.2 -0.5 -0.8
C 1.606 4.473 2.160 0.6 -1.0 -1.4
C -1.343 -3.404 -5.531 -1.5 -0.6 1.1
H 7.008 4.309 0.821 0.3 -0.2 0.2
H 1.799 3.763 2.965 -0.3 0.1 -0.1
H 2.167 5.394 2.321 0.0 -0.1 -0.2
H -2.711 -4.262 -2.390 -0.7 0.5 0.2
H -1.804 -5.195 -1.352 -0.1 -0.6 0.1
H -4.069 -3.646 -0.166 0.2 1.0 0.3
H -2.210 -0.307 6.169 0.1 0.3 -0.2
H -1.365 -3.761 -6.561 0.2 0.6 -0.2
H -1.802 -0.285 3.073 0.5 0.2 0.1
H -1.211 1.394 -5.242 -0.3 -0.5 -0.2
H 5.136 4.776 2.320 -0.6 0.2 0.1
H -3.587 -5.534 -1.461 0.2 -0.1 -0.1
H 0.326 -2.838 -1.261 0.3 0.4 -0.1
H -2.794 -4.438 0.733 0.0 0.0 -0.1
H -2.319 -3.665 -5.122 -0.1 -0.7 0.1
H -0.599 -3.992 -4.993 0.2 0.4 0.1
H -2.527 0.544 -4.223 0.1 0.2 -0.2
H 6.084 3.006 0.073 0.1 -0.1 0.0
H 3.807 -3.748 1.340 -1.0 -0.1 -0.1
H -0.370 -1.691 -5.910 -0.2 1.2 -0.2
H -2.182 -1.436 -5.692 0.2 0.2 -0.4
H 0.550 4.636 1.943 0.1 -0.2 -0.1
H 4.528 -1.371 3.041 0.7 0.0 0.1
H -3.665 -1.806 -1.982 -0.1 0.0 0.2
H -4.307 -0.265 -1.216 0.2 -0.2 0.1
H -3.272 0.097 3.863 -0.2 0.2 0.2
H -3.015 3.168 1.247 0.8 0.0 0.1
H 4.823 5.052 0.558 -0.6 0.1 0.2
H -0.681 -0.641 5.261 0.0 0.1 0.4
H -1.544 1.980 -3.664 0.1 -0.1 0.8
H 4.644 -2.319 0.898 -0.4 0.3 -0.4
H 6.517 2.859 1.797 0.1 0.1 -0.1
H -3.754 2.955 2.856 0.1 -0.4 0.2
H -3.252 1.518 1.781 -0.3 0.0 0.2
H 3.744 -2.667 3.774 -0.2 -0.5 -0.1
H 1.627 -3.829 -0.564 -0.1 -0.1 0.2
H 5.359 -3.002 3.155 0.0 0.2 -0.3
H 0.237 -3.168 0.446 0.5 0.2 0.2
H -2.058 -1.714 5.135 -0.1 -0.1 -0.1
H -2.699 -0.278 -1.934 -0.1 0.2 -0.2
```
Positions in Å, forces in eV/Å.

* multiplicity: 1
* E_tot: -5035.1310 a.u.
* charge: -1
* frontier orbital gap: 4.68 eV
* E_HOMO: -3.0 eV
* strongest force on any atom: 4.377 eV/A

---

Density functional theory data (the ωB97M-V functional and the def2-TZVPD basis) for a 6-piece molecular cluster, C15H40ClO19S5 overall at a distorted geometry.

Structure (XYZ):
```
80
Properties=species:S:1:pos:R:3:forces:R:3
Cl -0.136 0.011 0.339 -1.1 -1.3 -2.3
S 3.693 -4.635 -0.507 2.7 -0.3 0.0
S -5.416 -1.950 0.732 1.4 1.7 -2.2
S 1.173 4.124 3.116 0.0 0.1 -1.0
S 6.481 -0.156 1.887 -0.2 1.5 1.1
S -3.233 -2.491 -3.939 -0.2 0.5 0.9
O 3.209 -4.145 -2.002 2.0 -1.4 1.0
O -6.254 -2.437 -0.369 0.7 0.5 2.2
O -3.072 -0.978 -3.294 -2.7 -4.1 0.0
O 2.371 3.530 2.461 -2.7 1.3 1.6
O 0.792 -0.201 1.398 1.4 0.1 0.0
O -4.538 -3.011 -3.537 2.5 0.8 0.0
O 5.302 -0.840 2.418 1.4 1.0 -1.1
O -4.433 -2.798 1.369 -1.8 0.6 0.0
O -2.994 -2.354 -5.347 0.4 -0.3 0.1
O -1.341 0.486 0.938 -1.1 1.1 0.3
O 0.237 4.886 1.907 1.4 0.2 2.4
O -0.451 -1.245 -0.346 0.4 0.0 0.5
O 5.155 -4.951 -0.653 -4.0 1.0 0.2
O 2.823 -5.688 0.022 0.9 1.9 -0.9
O 1.307 5.108 4.210 -0.2 -1.8 -2.5
O 6.048 1.289 1.094 3.1 -3.5 1.2
O -6.305 -1.174 1.876 0.7 -0.7 -1.2
O 0.313 0.910 -0.726 0.3 0.1 1.3
O 7.455 -0.840 1.092 -0.6 0.3 -0.3
C -7.229 1.004 2.255 0.6 0.5 0.0
C -7.318 -0.229 1.367 0.1 -0.4 1.4
C 3.463 -3.026 0.440 0.4 -1.8 -0.4
C 3.830 1.276 0.215 0.2 1.4 1.0
C -0.020 2.786 3.669 1.6 1.1 -0.3
C -4.412 -0.505 0.041 -0.1 -0.7 0.2
C -2.050 -0.160 -3.677 0.2 2.4 0.4
C -0.158 4.214 0.742 0.6 -2.6 -1.4
C 4.794 1.770 1.390 -2.7 0.3 -1.6
C -0.365 5.101 -0.438 -1.1 1.4 -0.2
C -2.561 1.157 -3.031 1.8 -0.2 -0.7
C 1.921 -3.692 -2.203 -3.2 -0.2 -0.1
C -1.771 -3.352 -3.067 -1.2 0.7 -1.0
C 7.402 0.592 3.306 -1.0 -0.2 -1.3
C 1.907 -2.257 -2.539 1.5 1.0 0.3
H -1.990 -4.410 -3.210 0.0 0.1 0.6
H 0.531 3.450 0.383 0.8 0.0 0.6
H 2.381 -2.897 0.400 0.2 0.4 0.5
H 4.468 1.548 2.406 -0.2 -0.3 -0.2
H -1.804 1.882 -3.332 -0.2 0.6 0.3
H -0.939 3.268 4.002 0.1 0.0 -0.3
H 0.515 2.360 4.517 -0.1 -0.2 -0.1
H -1.107 -0.517 -3.262 0.2 0.3 0.0
H -6.237 1.447 2.160 0.1 0.0 -0.2
H 3.895 -3.245 1.416 -0.6 -0.1 0.2
H 6.601 0.847 4.000 0.4 -0.2 0.4
H -4.911 0.133 -0.689 -0.6 -0.2 0.3
H -1.212 5.740 -0.189 0.0 0.5 -0.2
H -0.121 2.075 2.849 -0.1 0.0 0.1
H -1.999 0.004 -4.754 0.1 -0.4 -0.1
H -8.240 -0.779 1.553 -0.2 0.3 -0.6
H -3.529 1.422 -3.457 0.1 -0.1 0.1
H 1.383 -4.159 -3.028 0.7 -1.0 -0.2
H 4.059 -2.198 0.058 -0.2 -0.3 -0.6
H -7.937 1.792 1.995 -0.2 -0.2 -0.3
H -1.709 -2.936 -2.061 -0.4 -0.5 0.2
H 0.469 5.728 -0.753 0.2 -0.1 0.4
H 1.266 -3.884 -1.353 0.1 -0.2 0.3
H -7.330 0.834 3.326 -0.2 -0.5 -0.1
H -3.571 -0.914 -0.519 -0.1 -0.5 0.2
H 4.379 1.212 -0.724 0.4 -0.1 0.2
H -0.692 4.579 -1.337 0.1 -0.6 0.3
H 3.292 0.342 0.380 0.0 0.2 0.3
H -7.148 0.012 0.317 -0.1 -0.2 0.1
H 2.131 -1.743 -1.604 -0.5 0.8 -0.3
H -1.034 3.585 0.893 -0.5 0.4 0.4
H 2.791 -2.126 -3.162 0.0 0.3 -0.3
H -2.581 1.064 -1.945 -0.1 0.1 -0.1
H 4.901 2.854 1.352 -0.2 0.1 -0.1
H 7.875 1.499 2.927 0.0 -0.2 0.0
H 3.140 2.100 0.035 -0.5 -0.3 0.2
H -0.819 -3.132 -3.549 -0.4 0.3 -0.4
H 8.143 -0.146 3.612 -0.3 0.1 0.3
H -3.969 0.093 0.837 -0.2 -0.2 0.2
H 1.038 -1.910 -3.098 0.0 0.0 0.5
```
Positions in Å, forces in eV/Å.

* multiplicity: 1
* E_tot: -4475.8904 a.u.
* charge: -1
* frontier orbital gap: 9.39 eV
* E_HOMO: -7.3 eV
* strongest force on any atom: 4.900 eV/A